1.
Density functional theory data (wB97M-V/def2-TZVPD) for a structure of composition C2H7N5O.

**Molar mass**: 117.112 g/mol
**Net charge**: 0
**Gap between HOMO and LUMO**: 0.2561 Ha
**HOMO**: -7.694 eV
**LUMO energy**: -0.73 eV

Last column: natural (NBO) charge in e.
Positions of all 15 atoms, in Å:
C: -0.740 -0.149 0.158  0.456
C: 1.542 0.521 0.640  0.230
H: 0.324 1.167 -1.628  0.393
H: 0.273 -0.992 -3.158  0.160
H: -1.873 -0.659 -1.222  0.410
H: 0.100 0.630 1.987  0.434
H: 2.558 0.350 1.661  0.239
H: 2.986 0.610 -0.576  0.365
H: -2.324 -1.791 2.613  0.416
N: -0.588 0.470 -2.272  -0.484
N: -0.603 -0.479 -1.165  -0.495
N: 0.091 0.673 0.893  -0.661
N: 1.856 0.956 -0.765  -0.685
N: -1.729 -0.825 0.762  -0.251
O: -1.873 -0.480 2.071  -0.527



2.
Density functional theory data (wB97M-V/def2-TZVPD) for an isolated molecule of C2H7N5O.

**Molar mass**: 117.112 g/mol
**Net charge**: 0
**Gap between HOMO and LUMO**: 0.3289 Ha
**HOMO**: -8.233 eV
**LUMO energy**: 0.72 eV

Last column: natural (NBO) charge in e.
Positions of all 15 atoms, in Å:
C: -0.477 0.840 -0.122  0.564
C: -0.189 -2.282 0.260  0.262
H: 0.058 2.775 -0.529  0.414
H: -1.798 2.670 -0.154  0.425
H: 1.125 -0.140 0.167  0.420
H: 1.922 1.971 0.076  0.462
H: -1.779 -1.750 -0.811  0.374
H: -0.180 -3.302 -0.229  0.204
H: 1.449 -2.185 1.689  0.363
N: -0.754 2.277 -0.051  -0.877
N: 0.774 0.470 -0.564  -0.351
N: -1.413 -0.019 0.171  -0.377
N: -1.021 -1.296 -0.229  -0.436
N: 0.681 -1.667 1.173  -0.877
O: 1.604 1.639 -0.848  -0.569



3.
Density functional theory data (wB97M-V/def2-TZVPD) for a cluster of 2 separate species, C2H7N5O in total.

**Molar mass**: 117.112 g/mol
**Net charge**: 0
**Gap between HOMO and LUMO**: 0.2882 Ha
**HOMO**: -7.347 eV
**LUMO energy**: 0.49 eV

Last column: natural (NBO) charge in e.
Positions of all 15 atoms, in Å:
C: -1.008 -2.176 1.240  0.833
C: 1.790 1.746 -0.072  -0.393
N: 1.454 0.588 -0.682  -0.163
N: 1.807 -0.494 -0.209  -0.515
N: -0.455 -1.259 0.706  -0.434
N: -2.001 0.230 -0.456  -0.646
N: -0.785 0.051 0.200  -0.303
O: -1.584 -3.120 1.641  -0.521
H: 1.442 2.625 -0.378  0.173
H: 2.475 1.720 0.789  0.193
H: 0.781 0.832 -1.442  0.383
H: 1.511 -1.303 -0.741  0.324
H: -2.807 -0.185 -0.046  0.343
H: -2.003 0.013 -1.439  0.353
H: -0.619 0.734 0.888  0.375



The energy of each structure relative to the most stable one, in hartree, is as follows: 1 0.4404; 2 0.0000; 3 0.0562.